{
  "formula": "C27H55Cl6N5O11",
  "method": "the ωB97M-V functional and the def2-TZVPD basis",
  "species": ["H", "H", "C", "H", "H", "Cl", "H", "O", "H", "H", "H", "C", "Cl", "O", "H", "H", "H", "C", "C", "C", "H", "C", "C", "H", "H", "C", "H", "H", "Cl", "H", "C", "C", "N", "C", "H", "C", "H", "H", "H", "H", "C", "N", "O", "H", "H", "C", "H", "H", "H", "H", "C", "C", "H", "H", "O", "C", "C", "C", "H", "O", "C", "C", "H", "H", "Cl", "H", "O", "H", "O", "H", "O", "C", "O", "H", "H", "C", "H", "C", "C", "N", "O", "H", "H", "C", "H", "H", "H", "H", "H", "H", "Cl", "N", "H", "O", "H", "H", "H", "H", "H", "N", "C", "H", "Cl", "H"],
  "xyz": [[-13.981, -14.521, -5.475], [-15.123, -8.871, 8.046], [-16.506, -11.476, 7.139], [-20.867, -18.754, 3.790], [-16.760, -15.823, -6.443], [-14.924, -25.543, 6.764], [-25.175, -23.625, 16.195], [-25.519, -24.645, -5.325], [-20.596, -25.748, -0.776], [-24.166, -21.383, -4.713], [-28.005, -24.012, -6.843], [-11.509, -18.775, 2.145], [-10.600, -17.981, 3.493], [-17.622, -25.988, -1.114], [-11.451, -20.706, 1.144], [-26.942, -25.908, 4.942], [-17.776, -13.032, 6.518], [-26.941, -23.870, -7.033], [-18.542, -17.122, 10.822], [-11.107, -20.282, 2.088], [-14.194, -9.434, 6.617], [-18.799, -26.730, -1.191], [-27.215, -24.918, 6.886], [-26.854, -24.027, 7.399], [-23.213, -24.536, 13.303], [-20.056, -19.456, 3.982], [-17.440, -26.758, 6.240], [-18.667, -11.724, 7.268], [-18.874, -19.452, 2.645], [-19.492, -19.421, 4.914], [-24.522, -23.208, 14.107], [-15.207, -18.968, 10.132], [-17.077, -17.533, 10.706], [-17.773, -24.714, -1.530], [-18.767, -16.516, 9.944], [-17.857, -11.947, 6.573], [-20.391, -26.050, -2.541], [-12.579, -18.690, 2.337], [-22.835, -22.366, 11.569], [-23.498, -23.940, 10.979], [-25.990, -23.716, -5.879], [-16.422, -16.344, -5.647], [-15.802, -12.308, 7.799], [-28.054, -24.519, 6.316], [-14.998, -27.567, 7.739], [-16.639, -18.732, 10.370], [-25.684, -24.797, 5.254], [-18.115, -16.678, -4.757], [-19.851, -21.578, 4.119], [-21.287, -20.842, 4.958], [-23.526, -23.186, 11.765], [-24.932, -22.099, -4.414], [-11.526, -20.848, 2.920], [-18.837, -27.078, -0.159], [-26.460, -28.137, 7.901], [-17.248, -17.329, -4.872], [-26.584, -27.043, 7.347], [-14.316, -15.299, -6.161], [-18.838, -16.454, 11.630], [-24.977, -22.048, 14.111], [-16.827, -27.537, 6.693], [-25.083, -24.189, 15.266], [-15.062, -19.368, 9.128], [-25.390, -21.741, -3.492], [-9.299, -20.469, 1.971], [-11.209, -18.299, 1.211], [-25.644, -26.526, 6.445], [-16.086, -26.494, 8.558], [-14.536, -16.878, -4.402], [-14.596, -19.401, 10.924], [-19.070, -24.629, -1.821], [-26.334, -25.514, 5.756], [-17.503, -19.604, 10.196], [-19.251, -17.950, 10.804], [-13.419, -15.637, -6.681], [-14.882, -9.723, 7.411], [-17.546, -28.105, 7.283], [-20.627, -20.813, 4.091], [-15.137, -16.253, -5.358], [-16.150, -10.238, 6.893], [-16.922, -23.847, -1.565], [-26.604, -24.730, -7.612], [-24.445, -25.004, 15.607], [-15.782, -26.830, 7.567], [-26.267, -21.783, -6.081], [-14.873, -17.931, 10.118], [-16.371, -16.859, 10.446], [-24.437, -22.612, 11.599], [-26.042, -24.640, 15.012], [-14.434, -10.345, 8.187], [-21.632, -21.248, 2.726], [-23.760, -23.700, 13.153], [-24.437, -22.923, -3.900], [-27.550, -26.139, 7.581], [-17.588, -18.188, -5.450], [-16.764, -9.619, 6.383], [-18.684, -27.528, -1.925], [-18.243, -11.514, 5.651], [-16.793, -17.840, -4.023], [-25.856, -22.483, -5.480], [-19.884, -25.859, -1.595], [-14.874, -14.741, -6.913], [-16.146, -28.562, 5.414], [-26.815, -23.110, -7.805]],
  "smiles": "O=C1OCCO1.O=C1OCCO1.CNC(C)=O.CNC(C)=O.CNC(C)=O.CNC(C)=O.CNC(C)=O.ClCCCl.ClCCCl.ClCCCl",
  "total_energy_ha": -4924.25589,
  "homo_ev": -9.23
}

---

{
  "formula": "C2H7BNO",
  "method": "the ωB97M-V functional and the def2-TZVPD basis",
  "species": ["H", "C", "H", "H", "H", "C", "O", "H", "H", "B", "H", "N"],
  "xyz": [[1.260, 0.973, -0.809], [1.506, 0.113, -0.184], [2.265, -0.492, -0.693], [0.379, -1.255, 1.060], [0.081, -1.452, -0.643], [0.233, -0.687, 0.131], [-2.333, -0.673, 0.173], [1.963, 0.500, 0.732], [-2.613, -0.757, -0.742], [-1.139, 0.189, 0.223], [-0.349, 1.997, 0.436], [-1.253, 1.545, 0.315]],
  "total_charge": -1,
  "total_energy_ha": -235.32410,
  "homo_ev": -3.18
}

---

{
  "formula": "C4H4N2O",
  "method": "the ωB97M-V functional and the def2-TZVPD basis",
  "species": ["N", "C", "H", "H", "N", "O", "C", "C", "H", "C", "H"],
  "xyz": [[0.768, -0.173, 0.397], [0.319, -1.336, 0.143], [-2.398, -3.085, -1.567], [-1.294, 0.733, -0.266], [-0.168, 0.761, 0.099], [1.247, 2.487, 0.651], [-1.561, -2.641, -1.209], [0.251, 2.055, 0.270], [0.792, -2.156, 0.794], [-0.822, -1.803, -0.442], [-0.399, 2.850, -0.218]],
  "smiles": "C#C/C=N\\NC=O",
  "total_energy_ha": -339.37097,
  "homo_ev": -9.14,
  "relative_energy_ev": 5.733
}

---

{
  "formula": "C2H8N3O2",
  "method": "the ωB97M-V functional and the def2-TZVPD basis",
  "species": ["H", "H", "H", "C", "O", "H", "N", "O", "N", "H", "H", "C", "H", "H", "N"],
  "xyz": [[-2.009, 2.472, 0.148], [2.355, 1.754, -0.082], [-1.333, -1.561, 0.997], [-1.159, -1.680, -0.073], [-1.567, -0.502, -0.787], [-0.117, -1.928, -0.271], [-1.219, 0.684, -0.288], [0.960, 0.246, -0.405], [-2.221, 1.487, 0.049], [-1.809, -2.457, -0.470], [-3.142, 1.216, -0.285], [2.306, 0.699, -0.341], [2.742, 0.525, -1.327], [2.839, 0.098, 0.398], [0.046, 1.136, -0.040]],
  "smiles": "CO/N=[N+](/N)OC",
  "total_charge": 1,
  "total_energy_ha": -395.28483,
  "homo_ev": -14.25,
  "relative_energy_ev": 7.415
}

---

{
  "formula": "C4H13N2",
  "method": "the ωB97M-V functional and the def2-TZVPD basis",
  "species": ["N", "H", "H", "H", "N", "H", "H", "H", "H", "H", "C", "H", "H", "C", "H", "H", "C", "C", "H"],
  "xyz": [[-1.259, -0.034, -0.837], [-0.084, -1.848, 1.392], [0.324, 1.226, 1.011], [2.585, -0.658, 0.537], [2.014, 0.049, 1.014], [2.366, -0.011, 1.968], [-1.661, -0.960, -0.827], [-1.255, -0.650, 1.637], [0.738, 0.514, -1.391], [2.192, 0.953, 0.562], [-0.186, -0.807, 1.716], [0.065, -0.695, 2.779], [-1.275, 0.470, -2.977], [0.527, 0.174, 0.769], [0.537, -1.180, -0.744], [-1.430, 1.837, -1.802], [0.181, -0.126, -0.693], [-1.655, 0.772, -1.997], [-2.725, 0.974, -2.116]],
  "smiles": "CNC[C@@H](C)[NH3+]",
  "total_charge": 1,
  "total_energy_ha": -269.43215,
  "homo_ev": -12.97,
  "relative_energy_ev": 1.865
}

---

{
  "formula": "C4H8O2",
  "method": "the ωB97M-V functional and the def2-TZVPD basis",
  "species": ["H", "H", "H", "H", "C", "H", "C", "O", "C", "H", "H", "O", "C", "H"],
  "xyz": [[-0.057, 1.528, -2.599], [-1.420, 0.842, -1.700], [-0.848, -2.214, 1.154], [1.805, 0.932, 1.511], [-0.342, 0.748, -1.894], [2.144, -0.711, 0.958], [-0.974, -0.442, 0.482], [0.492, 0.934, -0.751], [1.348, -0.042, 1.305], [-0.165, -0.242, -2.342], [0.936, -0.442, 2.237], [-1.241, -1.386, 1.454], [0.226, 0.121, 0.321], [-1.843, -0.123, -0.077]],
  "smiles": "CO/C(C)=C/O",
  "total_energy_ha": -307.63582,
  "homo_ev": -8.40,
  "relative_energy_ev": 2.085
}

---

Gap between HOMO and LUMO for the records above, in order: 9.4, 7.3, 8.4, 9.0, 9.4, 9.2 eV